DFT (wB97M-V/def2-TZVPD) results for a cluster of 21 separate species, C54H145N5O21 in total at a distorted geometry.

## Properties
Calculated total energy ... -3997.95657 a.u.
Kohn-Sham gap ... 8.88 eV

```
! RIJCOSX wB97M-V def2-TZVPD def2/J DEFGRID3
* xyz 0 1
O -1.210 1.552 -3.694
C 4.398 -0.432 -4.978
H 6.014 -3.588 -1.123
O -1.084 3.548 5.653
H -2.550 -0.885 -1.423
H -3.865 3.050 4.746
H 3.731 -0.892 -7.612
C -5.632 1.913 4.455
C 2.533 0.858 -8.002
O 0.608 -2.421 -3.947
O 2.181 -4.155 -2.063
H -5.513 -1.382 7.235
O 4.437 2.350 -4.628
H 0.883 -1.454 -4.010
H -7.471 -2.119 6.165
O -0.415 1.156 4.146
H 4.060 -3.941 -4.746
H 1.915 4.707 -2.640
H -1.662 -2.342 5.028
H 5.491 -6.609 -1.295
C 4.122 0.530 -6.082
H 5.808 -4.352 -3.247
C 2.779 2.749 -6.294
C -1.675 3.745 6.972
C 1.929 4.338 -0.488
H 1.991 3.035 3.765
H 4.621 4.040 -6.644
H -1.160 -5.677 1.299
H -4.664 2.787 6.190
C -5.435 -0.418 6.802
H 4.865 -1.289 -5.456
H -3.855 -3.825 0.733
H -1.275 2.101 -2.876
C 5.945 -5.669 -1.621
H -5.647 1.521 -0.205
H -0.026 -2.140 -5.943
H 0.167 6.353 -2.170
O -7.186 1.745 6.397
C -2.457 1.392 -4.245
C -3.135 -3.785 3.521
H 2.717 -2.727 -0.115
H 4.126 1.057 5.164
H -6.791 -0.564 -1.028
H -6.438 3.834 4.911
H 2.139 1.040 -4.389
H 5.061 0.602 2.075
H -0.045 -2.722 0.879
H 0.243 -1.233 4.159
H -5.869 0.296 7.527
H -3.714 1.561 0.759
C -6.256 3.248 4.023
O -2.975 2.166 0.593
N -6.616 1.062 5.215
H -3.243 -2.721 3.532
C -1.333 6.252 0.120
C 5.490 -5.391 -3.006
H 4.042 3.287 -8.127
H 0.581 0.881 -3.948
H -2.304 1.245 -5.295
O -5.241 0.628 -0.109
H 2.924 2.549 -1.265
H 7.037 -5.833 -1.702
H -1.007 1.414 2.099
H -8.066 -0.436 6.858
H 3.868 3.871 0.401
H 3.282 1.323 -8.700
H 5.956 -4.650 0.266
C -1.205 0.805 2.981
H -4.650 1.629 2.597
C 0.758 -2.215 4.058
H 0.818 4.288 1.758
H 3.828 -7.076 -1.889
C 3.536 -4.880 -4.479
C -2.257 -4.002 2.272
H -2.954 0.546 -3.808
O 1.450 0.423 -3.962
H 2.047 -0.030 -2.155
H -5.384 -2.057 4.742
C 4.098 -4.284 -0.708
H 2.641 4.337 -4.871
C 2.955 4.430 0.665
C -2.944 -3.340 1.104
C -1.254 -3.368 5.014
H 3.627 -6.325 0.034
H -0.733 -3.594 5.956
H 5.775 -0.141 -7.316
C 0.696 -4.733 3.815
H -4.332 -0.733 2.781
H -1.659 7.275 0.165
H -3.206 -4.303 5.604
C 3.774 -2.947 -0.133
H 1.351 3.168 -4.692
H 2.564 0.387 4.663
H 1.446 2.675 -7.998
H -4.123 -4.248 3.268
H 4.154 -2.902 0.864
C 2.444 5.156 -1.762
H -4.119 -4.199 -2.931
C 0.693 6.839 -1.300
O 1.085 3.410 3.728
H -1.722 2.778 7.487
H 1.503 -2.053 3.266
H 2.268 -5.204 0.090
O -2.259 4.008 2.899
H -7.120 -0.144 0.599
N -0.960 -3.182 2.521
C -4.397 2.254 5.286
H 5.266 2.324 -5.130
C -6.321 -0.300 5.622
H 2.406 -0.671 -6.565
H 1.907 6.907 1.104
H 0.423 7.924 -1.288
H -4.353 -2.902 -1.868
H -5.508 3.781 3.457
H 2.848 7.124 -0.854
H -8.340 -0.932 5.126
O -0.028 -3.484 1.457
H 0.162 -5.691 3.589
H -3.780 -2.458 -3.488
H -0.174 -4.698 -0.369
H -4.456 -0.093 6.684
H 0.383 7.734 1.529
H 1.939 -3.232 -2.268
O -1.471 3.364 -1.793
H 5.012 1.403 0.393
C -6.287 -0.360 -0.087
C -4.685 -0.319 3.702
O -0.451 -1.056 -1.077
H -3.221 3.020 1.041
H 1.802 0.382 -8.668
N 3.610 -4.212 -2.142
H -2.255 0.950 3.211
H 2.507 7.257 -2.572
H 3.758 -5.641 -5.249
H -2.042 -0.705 0.255
H -3.833 -0.224 4.390
C -2.453 -4.313 4.820
H 3.147 -7.373 -3.468
H 3.456 -0.782 -4.517
H 5.138 -0.291 0.459
H -3.007 2.301 -4.132
H 0.822 3.657 4.598
H -3.678 1.439 5.477
O -2.365 -3.326 -2.579
H -1.655 0.568 -0.822
H -8.069 1.872 6.075
H 3.047 1.743 2.569
C -7.680 -0.952 5.980
H 6.173 1.372 -6.508
H 2.888 0.398 0.251
C 0.208 6.160 0.014
C 5.398 0.773 -6.921
H 3.517 -5.039 1.267
H 1.453 4.282 -6.141
H -2.920 -5.965 1.454
H -0.671 3.764 -1.399
H 1.373 -3.088 -5.733
N 3.440 1.712 -5.460
H -1.456 3.690 2.452
H -1.893 -6.215 2.884
H 0.244 1.804 3.929
C 3.368 -5.305 0.215
H -1.977 -4.113 -2.190
H 5.209 1.349 -7.836
H -0.017 -3.872 -5.191
C -3.713 -3.249 -2.703
H -1.960 5.812 -0.700
H -1.088 4.481 7.525
C 0.405 -2.883 -5.273
H 0.676 6.199 2.216
H 3.971 0.039 3.761
H 3.064 4.563 -7.505
C 1.936 2.878 -0.962
H 4.290 -2.119 -0.680
H -1.934 4.013 3.808
C 3.199 -0.116 -7.018
H 1.191 -0.495 -1.025
H -0.720 -1.664 -1.777
C -5.289 1.007 3.232
H -7.111 3.067 3.376
H -2.692 4.085 6.827
C -1.753 -0.498 -0.781
C 3.710 3.696 -7.164
H 2.437 -4.803 -4.549
H 3.513 4.969 -1.819
N 0.547 4.666 -0.113
H 1.331 -4.551 2.929
H -2.140 -5.349 4.651
O 3.299 0.484 1.149
H -1.706 5.766 0.988
C 0.807 6.775 1.322
C 3.456 0.841 4.306
C 5.601 -4.521 -0.749
H 1.275 -2.359 5.051
C -0.213 -3.415 3.843
H -1.180 2.580 5.367
H -6.601 -1.186 3.770
H -5.882 -1.325 0.249
O -0.439 -4.983 -1.295
H 1.011 1.585 -6.729
H 5.057 -0.052 -4.186
H -3.141 -2.294 1.404
H 1.300 -4.784 4.760
C 4.724 0.546 1.023
H 2.222 -6.509 -2.250
H -1.855 2.904 -1.027
O 2.122 -0.326 -1.252
O 3.274 2.007 3.492
C 3.964 -5.283 -3.050
H 3.158 5.470 0.924
H 1.236 2.801 -1.790
H 2.692 3.920 1.586
C 2.172 6.711 -1.640
H -2.247 -3.206 0.263
O 0.168 3.957 1.066
C -5.790 -1.080 4.450
C -2.009 -5.551 2.036
C 3.229 -6.627 -2.684
H -1.188 -0.212 2.687
H 5.853 -6.080 -3.743
C 2.011 3.704 -5.420
H -6.250 0.756 2.628
H 1.515 2.281 -0.196
C 1.891 1.999 -7.218
H 0.378 -5.084 -1.860
*
```



DFT (wB97M-V/def2-TZVPD) results for a cluster of 16 separate species, C54H146N6O16 in total at a distorted geometry.

## Properties
Energy above the lowest of the compared OMol25 structures with the same formula, charge and spin ... 136.6 kcal per mole
Calculated total energy ... -3677.02851 a.u.
Kohn-Sham gap ... 9.05 eV

```
! RIJCOSX wB97M-V def2-TZVPD def2/J DEFGRID3
* xyz 0 1
H 2.372 -1.240 7.848
C -4.461 2.401 5.805
H 6.410 -1.086 4.967
N 1.466 -2.400 1.152
C 6.735 3.508 3.005
H 0.519 0.113 8.531
H 6.514 -2.636 7.226
H 0.841 11.630 -3.284
H 3.026 11.156 -1.752
C -0.883 -2.361 0.293
H -4.673 5.111 8.403
H 7.640 -6.576 -2.322
H -2.751 5.116 9.722
C -2.065 7.385 3.644
H -4.195 5.627 -6.591
H 5.814 4.310 -5.524
H 2.667 3.810 4.181
O 2.372 -5.668 -7.551
H -0.038 -4.077 -9.149
H 3.446 -7.416 -2.806
H 0.390 -4.280 -6.170
H -8.142 -3.354 2.131
N -5.839 3.882 9.665
H -0.098 7.338 3.184
C -5.262 5.837 -6.518
H 0.250 2.430 -5.898
H 0.063 0.053 1.392
C -9.570 -3.575 -4.396
H -10.176 -2.197 4.842
O -6.874 6.776 -5.073
H -0.862 0.757 -7.367
H 6.741 -2.463 -2.917
H 7.237 7.459 -5.707
H 1.495 -3.523 -8.563
H -3.471 2.765 5.532
H -9.558 -0.846 1.654
H 1.723 -8.967 -2.222
H 6.029 6.735 -6.708
C -4.592 -9.146 -2.237
H 8.166 -2.406 6.461
H -5.076 2.590 4.925
C -5.773 -1.170 -3.849
C -10.058 -1.551 2.318
C -3.355 7.245 2.823
O -9.546 -2.691 4.312
H 0.325 -1.316 6.399
H -6.782 -3.738 -3.399
H -3.640 6.474 -4.519
H 7.155 4.767 -4.499
H -7.220 -3.003 3.635
H 0.915 0.309 -5.429
H -4.409 1.360 6.122
H 3.845 6.237 5.940
H -7.451 -5.363 -5.973
C 1.641 0.936 -5.946
H -5.866 5.110 -4.576
C 0.595 -0.974 8.560
H 2.852 4.150 5.835
H 6.834 3.282 4.066
H -1.143 8.783 5.082
H 0.432 0.839 -8.467
H 6.312 -2.465 2.912
H 0.220 12.881 -2.226
H -3.532 8.113 2.189
H 2.355 -7.191 3.586
H -1.013 -1.536 9.932
H 5.691 8.162 -5.856
H 1.915 3.595 -6.583
H -10.429 -3.914 -4.974
N 3.945 6.316 4.938
H 0.340 -0.714 10.755
H -4.494 -8.695 -1.250
H 5.579 4.295 -3.869
H -5.474 -11.686 -1.187
H 2.392 1.321 -5.257
H -4.109 5.082 10.966
H 4.404 -7.079 0.523
H -1.315 -1.975 1.216
H 7.889 -2.525 3.567
C -6.171 -10.848 -1.175
H 1.175 -3.364 1.085
O 1.727 2.954 -7.273
C 9.184 -5.558 -1.791
N 8.623 -6.806 -2.338
C -5.684 6.048 -5.100
H 6.781 -3.932 3.708
C 6.868 -2.847 3.768
H 8.836 -3.424 -1.941
H 1.349 -4.731 -9.944
C 4.817 4.946 3.019
C 0.977 11.133 -1.176
C -4.542 4.229 9.029
H 0.837 -1.778 -0.751
H -6.033 -0.136 -4.074
C 2.916 -7.764 -0.888
N -8.143 -5.252 -5.246
H -8.211 -3.387 -6.090
H -0.671 11.406 -2.647
C 0.989 -4.398 -8.970
H -6.367 3.314 9.018
O 2.539 -7.449 1.509
H -0.465 2.244 -8.391
O -0.307 0.463 -0.533
O -6.927 -1.832 -4.340
H -4.663 7.927 -4.736
C -0.296 1.883 -0.520
H -8.976 -5.677 -5.627
C 10.729 -5.671 -1.861
C 6.520 -3.490 -3.206
C 7.134 -2.735 6.335
C 2.348 11.638 -1.048
H 5.363 4.780 5.080
H 11.151 -5.592 -2.862
H 0.438 11.221 -0.232
O 7.132 -4.354 -2.303
O 5.360 3.673 2.566
C 6.080 4.885 -4.637
H -3.425 6.310 2.267
O -6.892 -8.755 -1.920
H 6.001 6.842 -3.610
H -0.839 -5.282 -6.892
H 8.807 -6.870 -3.329
H -3.812 -9.884 -2.426
H -0.661 2.378 0.380
C -4.049 3.132 8.116
H -5.832 4.982 -6.883
H -2.839 8.847 5.160
H 2.223 0.320 -6.632
H 2.313 -2.395 0.600
H -9.496 -4.000 -3.395
H -3.231 3.598 10.483
H 11.222 -4.875 -1.303
H -5.721 3.331 10.504
C 1.999 -8.974 -1.167
H 2.425 12.693 -1.312
O 5.076 -2.645 5.182
H -4.834 -1.297 -4.388
H 4.008 -8.724 0.791
C 0.301 11.802 -2.352
H 11.087 -6.595 -1.408
H -9.683 -2.503 -4.229
H 2.479 -9.914 -0.893
C 0.543 -0.219 0.452
H -2.005 9.549 3.767
H 0.413 -5.996 -5.861
H -4.016 2.136 8.556
H 1.565 0.159 0.430
O -0.955 7.359 2.752
H -4.191 7.114 3.509
H 0.721 2.213 -0.734
C 5.634 6.412 -4.543
H 5.438 -3.488 -3.074
H -0.867 2.242 -1.377
H 2.898 -5.363 -8.293
H 3.883 2.936 5.129
H -0.705 -3.437 0.275
C -0.027 -1.690 7.360
C -6.956 -3.246 -4.355
H 2.776 11.485 -0.057
H -1.580 -2.112 -0.508
H -10.333 -2.481 1.821
H 7.203 -3.822 6.318
H -7.296 6.515 -4.252
C -8.231 -3.807 -5.084
O 0.958 9.690 -1.463
H -6.163 -10.097 -3.227
H 2.916 -8.726 3.085
C -9.016 -1.833 3.329
C 0.519 -1.700 0.288
C 0.862 2.017 -6.701
H 4.313 -6.706 -1.696
H 8.950 -5.570 -0.726
C 8.545 -4.353 -2.431
H -7.132 -11.353 -1.284
H 0.486 -2.385 10.207
H 6.816 -3.609 -4.248
C -4.637 6.895 -4.388
C 6.180 7.196 -5.732
H 3.924 5.209 2.453
H 5.460 5.795 2.789
H 4.552 -2.659 4.378
N 3.870 -7.589 -1.905
C -2.026 8.699 4.449
C -5.997 -9.742 -2.210
H -6.118 -3.649 -4.923
C -7.813 -2.580 2.825
H -5.684 -1.159 -2.762
H -7.123 -8.383 -2.774
H 4.043 -7.386 2.978
H -6.164 -10.435 -0.167
H 0.637 9.293 -0.650
C 6.375 -2.172 5.055
H 8.872 -4.342 -3.471
O 4.231 6.451 -4.575
O 1.983 -1.299 8.723
C 2.998 -7.666 2.845
C 3.556 -7.764 0.538
H -1.098 -1.557 7.206
H -8.696 -0.936 3.859
H 4.692 6.994 4.887
H 7.214 2.703 2.448
C 3.437 3.913 4.945
H -4.659 6.843 -3.299
H 3.780 6.994 -3.924
H 0.622 -6.421 -8.453
C 4.449 4.990 4.525
H 1.136 -8.795 -0.525
H -7.081 -1.974 2.292
H 2.329 -6.848 -0.959
H 7.344 4.386 2.788
O -4.906 3.144 6.945
C -3.592 4.572 10.153
H -1.967 6.537 4.321
C -0.105 1.447 -7.739
C 1.022 -5.550 -7.935
H -4.458 -8.299 -2.910
H 0.234 -2.738 7.507
H -10.931 -0.975 2.626
H -3.063 3.485 7.811
H -5.484 6.715 -7.125
C 0.220 -5.252 -6.634
C 0.069 -1.409 9.959
*
```



> Among the records above, which one has the lowest Kohn-Sham gap?

C54H145N5O21